Density functional theory data (the ωB97M-V functional and the def2-TZVPD basis) for C5H7BO2S in the gas phase in a non-equilibrium geometry.

Geometry as ORCA input:
```
! RIJCOSX wB97M-V def2-TZVPD def2/J DEFGRID3
* xyz 0 1
H 2.58 1.56 0.63
S 2.88 -0.62 -0.15
C -0.46 1.72 0.62
O -1.78 -1.22 0.78
C 0.39 -1.62 -0.40
H -0.95 1.39 1.56
O -1.48 -0.44 -1.48
H -0.03 2.71 0.47
H -1.36 1.52 -0.04
C 0.57 0.75 0.36
H -2.29 -0.02 -1.45
H -2.62 -0.81 0.71
C 1.64 -1.86 -0.51
H 2.02 -2.77 -0.97
B -1.00 -1.05 -0.36
C 1.90 0.75 0.24
*
```

## Properties
**Relative energy (zero: lowest compared OMol25 entry of this formula, charge and spin)**: 104.6 kcal/mol
**Frontier orbital gap**: 7.89 eV
**DFT total energy**: -20903.2062 eV
**Highest occupied orbital energy**: -8.16 eV